(1)
{
  "formula": "C14H21AsN4PdS3",
  "method": "ωB97M-V/def2-TZVPD",
  "elements": ["C", "H", "N", "H", "H", "N", "H", "H", "C", "C", "C", "N", "H", "H", "C", "S", "H", "C", "C", "C", "H", "C", "H", "C", "H", "C", "Pd", "N", "H", "S", "H", "H", "C", "H", "H", "H", "C", "H", "H", "H", "As", "S", "C", "H"],
  "positions_angstrom": [[-2.468, 2.370, -2.303], [3.607, 0.206, 1.890], [-2.385, -0.424, 5.266], [1.340, -1.872, -2.405], [3.982, -2.113, 0.949], [-3.069, 1.255, -1.641], [1.289, 3.509, 1.516], [-4.572, 2.269, -0.464], [-2.382, -3.443, 3.697], [3.716, 0.037, 0.817], [-4.492, 0.076, -0.436], [-3.660, -0.797, -1.119], [2.703, -1.541, -3.483], [2.983, -2.249, -1.891], [2.474, -0.128, -1.842], [-1.605, -2.910, 0.767], [-5.221, -0.275, 0.271], [1.494, 2.434, 1.505], [-4.165, 1.328, -0.790], [2.374, -1.525, -2.438], [4.220, 0.912, 0.390], [-2.122, -2.097, 3.321], [5.495, -1.209, 1.046], [1.578, 1.895, 0.083], [0.694, 1.938, 2.058], [4.511, -1.236, 0.567], [-0.873, -0.559, -0.776], [-2.634, -4.513, 4.062], [-1.813, 1.987, -3.085], [-1.649, -0.686, -3.077], [0.629, 2.033, -0.438], [4.673, -1.400, -0.501], [-2.261, -1.149, 4.372], [-3.370, -1.683, -0.708], [3.495, 0.271, -1.898], [-1.868, 2.975, -1.612], [-1.763, -1.729, 2.007], [2.425, 2.279, 2.056], [-3.234, 3.007, -2.756], [1.815, 0.553, -2.385], [1.884, -0.047, 0.044], [-1.499, -0.064, 1.630], [-2.642, -0.068, -1.766], [2.367, 2.383, -0.499]],
  "nbo_charge": [-0.40, 0.21, -0.47, 0.25, 0.21, -0.44, 0.19, 0.20, 0.36, -0.72, -0.06, -0.62, 0.18, 0.19, -0.73, -0.41, 0.21, -0.63, -0.11, -0.62, 0.19, -0.55, 0.19, -0.72, 0.25, -0.62, 0.18, -0.47, 0.24, -0.41, 0.24, 0.20, 0.35, 0.45, 0.18, 0.18, -0.20, 0.19, 0.17, 0.23, 0.95, -0.36, 0.18, 0.18],
  "charge": -2,
  "e_tot_ev": -117644.215
}


(2)
{
  "formula": "C6H10OS",
  "method": "ωB97M-V/def2-TZVPD",
  "elements": ["H", "C", "H", "C", "H", "H", "H", "H", "C", "C", "S", "H", "C", "O", "C", "H", "H", "H"],
  "positions_angstrom": [[-2.070, -0.639, -1.562], [-1.728, 0.107, 0.452], [-2.677, 1.083, -1.139], [2.084, 0.087, 1.141], [2.663, -0.755, 0.896], [-3.488, -0.571, -0.489], [-2.174, 0.063, 1.372], [1.529, 1.260, -1.526], [-0.262, -0.854, 0.620], [0.785, 0.163, 0.210], [-0.532, 1.481, 0.467], [2.132, -0.463, -1.113], [1.315, 0.142, -1.213], [-0.141, -1.886, 1.223], [-2.590, -0.013, -0.759], [2.710, 1.003, 1.220], [0.593, -0.192, -2.002], [1.850, -0.016, 2.204]],
  "nbo_charge": [0.22, -0.40, 0.23, -0.62, 0.22, 0.23, 0.21, 0.23, 0.62, -0.23, 0.18, 0.21, -0.61, -0.51, -0.65, 0.23, 0.22, 0.23],
  "relative_energy_kj_mol": 195.7,
  "charge": 0,
  "e_tot_ev": -19265.001
}


(3)
{
  "formula": "C30H36IrN2O4Te",
  "method": "ωB97M-V/def2-TZVPD",
  "elements": ["C", "H", "H", "O", "C", "C", "H", "O", "C", "O", "C", "Te", "H", "C", "C", "H", "C", "C", "C", "H", "H", "H", "C", "H", "H", "C", "H", "H", "H", "H", "C", "H", "H", "H", "H", "C", "C", "H", "C", "H", "N", "H", "H", "H", "C", "C", "C", "H", "C", "C", "H", "H", "N", "C", "C", "C", "H", "H", "H", "C", "H", "H", "H", "H", "H", "C", "C", "H", "C", "H", "C", "C", "Ir", "O"],
  "positions_angstrom": [[0.154, -4.696, 3.437], [-2.902, 2.791, -2.513], [1.357, 2.283, 2.876], [0.727, 0.919, -2.069], [2.801, -3.242, -1.281], [2.885, 2.563, -0.179], [0.527, 0.108, -5.177], [1.728, -1.632, 1.100], [0.098, 0.600, -4.307], [2.972, 1.317, -0.586], [-2.689, 0.712, 0.221], [-1.151, -0.660, -0.330], [2.990, 6.279, 1.024], [-2.891, -0.416, 2.520], [1.115, 0.792, -3.225], [3.897, 3.280, -1.917], [-2.445, 1.949, -1.992], [2.943, 5.253, 0.685], [2.347, 4.282, 1.453], [-2.496, 1.071, -2.637], [-4.660, 3.137, -1.103], [0.973, -4.983, -2.144], [-5.018, 2.185, 0.779], [2.803, 0.277, -4.457], [-0.277, 1.582, -4.611], [1.495, -2.884, -1.994], [-3.374, -1.389, 2.401], [2.735, 1.948, -3.888], [-3.145, -0.036, 3.511], [2.497, -1.790, -3.559], [0.506, -4.040, -1.856], [-0.367, -3.870, -2.489], [0.885, -3.856, 1.593], [1.894, 4.538, 2.405], [0.173, -4.107, -0.819], [1.658, 1.978, 1.875], [-3.152, 1.680, -0.689], [3.300, -4.072, -1.785], [-0.151, -3.128, 5.235], [3.469, -2.376, -1.270], [0.942, -0.061, 2.555], [-1.391, 2.167, -1.825], [-1.816, -0.572, 2.478], [-6.301, 3.425, 1.990], [2.559, 0.906, -3.603], [0.283, -2.098, 4.418], [2.281, 2.948, 1.026], [-5.033, 1.133, 2.642], [0.660, -2.366, 3.105], [-0.212, -4.429, 4.748], [0.106, -5.708, 3.056], [0.874, -2.370, -4.001], [1.460, 0.755, 1.566], [-4.512, 1.280, 1.700], [-4.305, 2.397, -0.393], [1.130, -1.282, 2.210], [3.917, 5.643, -1.196], [2.239, -3.502, -3.936], [-6.534, 3.615, 0.245], [0.594, -3.667, 2.618], [3.194, 0.679, -2.750], [2.603, -3.520, -0.246], [-0.555, -5.229, 5.391], [-0.738, 0.024, -3.914], [-7.141, 2.179, 1.073], [3.486, 4.887, -0.553], [-6.319, 2.896, 1.035], [0.339, -1.081, 4.782], [-3.355, 0.547, 1.455], [-0.432, -2.919, 6.259], [3.462, 3.575, -0.970], [1.794, -2.622, -3.469], [1.614, -0.240, -0.307], [0.894, -1.735, -1.424]],
  "lowdin_spin": [0.00, 0.00, 0.00, 0.02, 0.00, 0.00, 0.00, 0.02, 0.00, 0.11, 0.02, 0.22, 0.00, 0.00, 0.01, 0.00, 0.00, 0.01, 0.00, 0.00, 0.00, 0.00, 0.01, 0.00, 0.00, 0.01, 0.00, 0.00, 0.00, 0.00, 0.00, 0.00, 0.00, 0.00, 0.00, 0.00, 0.01, 0.00, 0.00, 0.00, 0.01, 0.00, 0.00, 0.00, 0.00, 0.00, 0.01, 0.00, 0.00, 0.00, 0.00, 0.00, 0.03, 0.00, 0.00, 0.00, 0.00, 0.00, 0.00, 0.00, 0.00, 0.00, 0.00, 0.00, 0.00, 0.00, 0.00, 0.00, 0.01, 0.00, 0.01, 0.01, 0.42, 0.07],
  "spin_multiplicity": 2,
  "relative_energy_kj_mol": 93.0,
  "charge": 0,
  "e_tot_ev": -52994.206,
  "s_squared": 0.815
}


(4)
{
  "formula": "C24H27As2IMoNS4",
  "method": "ωB97M-V/def2-TZVPD",
  "elements": ["H", "H", "As", "H", "As", "C", "I", "H", "S", "C", "H", "H", "S", "C", "C", "C", "C", "C", "H", "H", "H", "C", "Mo", "C", "H", "H", "H", "H", "H", "N", "C", "C", "C", "H", "H", "C", "H", "S", "C", "H", "C", "C", "H", "C", "C", "C", "H", "H", "H", "H", "H", "H", "C", "H", "C", "H", "C", "C", "C", "S"],
  "positions_angstrom": [[-3.951, -0.102, 2.662], [-2.136, -0.597, -3.583], [0.908, -0.152, 0.686], [-3.542, 2.964, 4.811], [0.328, -4.001, 4.707], [-0.046, -3.353, -3.375], [3.567, -3.402, 1.174], [2.275, 1.985, -5.449], [0.642, -2.119, 3.447], [2.839, 1.504, -2.566], [-3.470, -1.344, 0.834], [3.174, -1.146, -1.026], [0.070, -4.538, 0.977], [2.215, 2.795, -4.695], [-2.951, 0.423, 2.522], [3.688, -0.178, -0.989], [-2.011, -0.244, 1.731], [-0.962, -2.418, -3.949], [1.398, 2.361, 1.561], [-4.652, 1.934, 3.891], [-2.569, -2.347, 1.815], [1.033, 2.031, 2.522], [1.092, -2.832, 1.307], [-2.660, 1.555, 3.331], [4.514, -0.292, -1.762], [-1.062, 2.980, 3.853], [0.140, -4.211, -3.924], [4.110, -0.070, 0.086], [1.069, 2.944, 3.154], [0.601, -1.798, -0.140], [1.342, 1.047, -0.859], [-0.831, 2.469, -0.783], [-1.333, 2.077, 3.278], [-3.601, 1.226, 5.106], [-1.621, 2.671, -1.495], [-0.709, 0.391, 1.641], [-1.234, -2.620, -4.949], [-1.474, -4.682, 4.282], [0.419, 1.948, -1.409], [-0.048, 3.022, -3.206], [-2.435, -1.595, 1.080], [-0.839, -1.121, -1.964], [-1.298, 2.012, 0.119], [-1.386, -1.341, -3.182], [1.925, 2.264, -3.257], [0.471, -3.192, -2.101], [1.380, 3.376, -5.063], [1.219, -3.815, -1.702], [-0.504, 3.486, -0.387], [-1.935, -2.023, 0.231], [3.155, 3.375, -4.792], [1.740, 1.323, 2.915], [2.642, 0.811, -1.412], [-1.001, -0.210, -1.450], [-3.702, 1.962, 4.345], [3.838, 1.409, -2.985], [-0.354, 1.442, 2.497], [0.735, 2.444, -2.687], [0.010, -2.040, -1.413], [1.777, -4.449, 5.993]],
  "nbo_charge": [0.22, 0.23, 1.10, 0.23, 0.94, -0.18, 0.04, 0.23, -0.24, -0.16, 0.24, 0.22, 0.25, -0.63, -0.27, -0.65, 0.12, -0.19, 0.23, 0.23, 0.23, -0.68, 0.37, 0.05, 0.25, 0.22, 0.22, 0.24, 0.24, -0.72, -0.30, -0.67, -0.25, 0.23, 0.24, -0.46, 0.23, -0.38, 0.00, 0.22, -0.68, -0.25, 0.25, -0.13, 0.01, -0.21, 0.22, 0.23, 0.24, 0.22, 0.23, 0.23, -0.03, 0.23, -0.63, 0.20, 0.08, -0.21, 0.09, -0.31],
  "charge": 1,
  "e_tot_ev": -201784.578
}


(5)
{
  "formula": "C4H5NO",
  "method": "ωB97M-V/def2-TZVPD",
  "elements": ["C", "H", "C", "H", "H", "C", "H", "H", "O", "N", "C"],
  "positions_angstrom": [[1.675, -0.501, -0.029], [0.305, 2.288, 0.545], [-1.812, -0.193, -0.064], [-2.546, 0.298, 0.555], [2.582, -1.086, -0.073], [0.403, 1.241, 0.317], [-0.133, -1.716, -0.274], [-2.155, -0.437, -1.069], [1.720, 0.757, 0.306], [0.432, -0.862, -0.228], [-0.470, 0.212, 0.012]],
  "nbo_charge": [0.40, 0.22, -0.90, 0.21, 0.21, -0.07, 0.47, 0.20, -0.36, -0.52, 0.14],
  "relative_energy_kj_mol": 345.7,
  "charge": 0,
  "e_tot_ev": -7762.944
}